Molecular formula: C33H35BFO22PSi
Method: DFT, ωB97M-V/def2-TZVPD

Output
- net charge = -2
- energy (Ha) = -3689.14722
- spin multiplicity = 1
- LUMO (Ha) = 0.042

The geometry in XYZ format:
```
94
Properties=species:S:1:pos:R:3:forces:R:3:mulliken_charge:R:1
O -3.9169 -5.4318 -6.0435 0.8 -0.4 0.1 -0.63
O -3.0636 -1.0757 -5.0119 0.5 0.5 0.1 -0.66
H 0.0648 0.4580 6.6101 -1.4 -1.6 -1.1 0.24
C 1.3125 -0.3869 2.2596 1.2 0.2 1.4 0.51
H 5.2749 6.8626 5.7919 0.0 0.0 0.0 0.39
C 4.3173 4.8955 5.7244 0.4 0.1 -0.4 0.95
C 4.2740 5.0681 8.5788 -0.6 -1.6 -0.2 0.92
O -1.4020 -0.7693 -0.1205 1.7 2.7 6.1 -0.73
H 0.9253 -1.7995 0.5083 2.0 0.8 1.2 0.20
H -1.4985 1.9372 -2.1131 0.1 -0.2 0.1 0.39
H 3.9967 -0.9530 0.4335 -1.7 0.8 -1.0 0.18
H 2.3336 2.0587 -2.7434 2.6 -0.5 0.4 0.07
O -2.5033 -0.3586 1.9751 6.1 0.8 -3.0 -0.71
H -6.5502 -3.5545 1.7799 0.4 0.1 -0.3 0.34
O 0.9211 1.2651 -6.0145 -0.9 0.2 1.3 -0.62
H 6.2277 2.1405 -0.0106 -1.3 -2.1 -0.6 0.29
H 4.6492 4.0412 0.2191 -2.1 -0.8 -0.1 0.28
H -0.0927 -7.6424 -5.3932 0.0 0.1 0.0 0.40
H -1.6055 0.1903 5.6627 2.1 -0.6 0.4 0.16
C 1.8775 -1.4297 1.1204 -1.9 -0.4 -0.5 -0.77
O 2.5653 0.7164 0.0253 3.1 -0.6 -1.3 0.02
H -7.7905 -1.0063 -3.9263 -0.2 -0.1 0.3 0.34
C -0.0573 0.4660 1.9713 -2.4 1.3 1.8 1.19
Si 3.8091 1.7304 -0.6822 -1.3 0.5 0.8 0.59
H -4.6679 -2.5713 -1.0880 0.0 0.1 0.1 0.47
O 4.2864 5.1662 9.8013 0.2 0.6 0.2 -0.69
C -7.9317 -2.6979 0.0636 -0.7 0.0 0.4 0.82
C -1.9055 -4.1881 -6.0559 -0.4 -0.2 -0.1 -0.68
C -6.4497 -2.8394 0.0259 1.3 -0.7 1.4 0.23
O -8.5128 -1.1884 -3.2862 1.4 -0.6 0.9 -0.60
C -2.2173 -0.2425 -4.7056 -0.2 -0.5 -0.4 1.13
O 0.9127 -0.9409 3.5958 0.9 0.5 -1.3 -0.85
O -2.7167 -7.8494 -5.5444 0.3 1.8 -0.3 -0.58
H 1.5900 2.5254 3.6711 -0.2 0.1 0.9 -0.15
O -5.7961 -1.5760 -3.2343 -0.7 0.0 0.3 -0.66
C 4.8426 6.1610 7.7431 0.5 1.2 0.1 0.41
C 4.8626 6.0766 6.4116 -0.1 0.1 -0.3 -1.06
O 1.3798 -5.4893 -5.6496 -0.8 0.2 -0.1 -0.63
C -1.3496 -0.2538 1.2622 -6.0 -3.0 -2.9 -0.18
C -1.4243 1.3946 -3.0468 0.6 0.4 -0.2 -0.74
O 2.8115 1.1687 5.3128 -4.5 -7.4 -4.0 -0.68
O -0.5863 0.8068 3.3075 1.5 -0.5 -2.3 -0.55
H 2.3336 -2.3818 1.6282 -0.6 2.0 -0.8 0.27
H 3.3246 2.8950 4.9494 0.3 0.0 0.6 0.31
H 4.1050 2.6783 -3.1002 -1.0 -1.8 0.8 0.29
C -0.4863 -0.1535 5.7644 -0.5 -0.7 0.4 -0.92
C -1.0704 0.0666 -5.5733 -0.2 -0.1 0.0 -0.90
C -0.6357 -6.7244 -5.5797 0.3 0.1 0.0 -0.90
H 6.1099 0.8549 -1.3861 -0.9 0.4 2.2 0.24
C 3.4849 1.8210 -2.5874 -0.8 0.0 -0.5 -0.67
C 3.7068 3.8979 7.8912 0.6 1.0 1.4 -0.78
H 1.4359 1.9435 -5.5255 -0.2 -0.3 -0.1 0.35
O -8.5537 -3.0618 1.0554 0.5 0.1 -0.6 -0.64
C -0.2642 1.6865 -3.9033 -0.4 0.4 1.2 1.11
O 0.5995 2.4949 -3.5818 -0.5 -0.3 -0.8 -0.75
H -1.0045 -0.4651 -6.5142 0.0 0.0 0.1 0.39
O 3.1900 2.7193 5.9060 3.4 10.7 4.1 -0.21
O -5.8272 -3.3669 1.1423 -1.7 0.6 -1.3 -0.53
H 3.6860 0.7551 -3.0360 -0.2 2.1 0.6 0.21
H 3.2174 3.2793 1.2927 1.0 0.5 -2.3 0.12
F 0.0079 1.7877 1.3051 0.8 -2.2 0.6 -0.40
H -3.6506 -7.5677 -5.6580 0.4 0.0 0.1 0.35
O 0.1731 -3.0584 -6.0599 -0.3 -2.0 0.2 -0.45
C 3.7236 3.8149 6.5595 -0.5 -0.7 -1.3 -0.01
C -0.5753 -4.2164 -5.9533 0.5 1.8 -0.2 0.27
O 4.3352 4.7824 4.5038 0.0 0.0 0.6 -0.60
H 3.2805 3.1188 8.5105 -0.1 0.1 0.0 0.44
O 5.3510 7.2694 8.3953 -0.6 -1.3 0.1 -0.60
C 2.9250 -0.7081 0.0336 -1.8 -1.5 1.4 -0.29
H -2.4493 -3.2679 -6.2270 0.0 0.0 0.1 0.42
C -8.5982 -2.1124 -1.1101 0.0 -0.1 0.2 -0.88
O -3.4324 0.2191 -2.6200 1.4 0.0 -2.0 -0.46
H 5.7551 0.3341 0.4498 -0.1 1.6 -1.6 0.31
C -2.6954 -5.4237 -5.9386 -0.7 0.9 -0.1 0.87
P 1.3858 1.6869 4.8562 2.7 -2.0 -0.6 0.45
H 2.6902 -1.2332 -1.0081 0.8 1.2 2.0 0.17
H -9.6736 -1.9987 -1.0625 0.1 0.0 0.0 0.40
H 5.2218 7.0909 9.3524 0.0 -0.1 -0.4 0.34
C -6.4147 -1.9090 -2.2290 1.2 -0.1 0.1 1.03
H 2.7618 4.0580 -0.3626 1.8 -0.7 1.1 0.24
H 1.1075 -3.3409 -5.9523 -0.4 0.2 0.0 0.34
C -0.1582 0.9674 -5.2030 1.0 -0.1 -1.3 0.34
C -2.3382 0.4963 -3.4189 -1.6 -0.2 1.7 0.21
H -0.4473 -1.3221 5.9457 -0.1 2.4 0.0 0.17
H 2.3046 0.1851 2.5656 -2.3 -0.1 -1.0 -0.08
H -3.9440 -0.4638 -3.1062 0.1 0.1 0.3 0.18
H 0.7381 2.5491 5.8533 0.5 -0.3 -0.7 -0.04
C 0.1554 -5.4924 -5.7210 0.8 -0.5 0.2 0.86
C -7.8932 -1.7418 -2.1808 -1.3 0.6 -1.1 0.34
C -5.7453 -2.4719 -1.0462 0.0 0.2 -0.6 -0.70
C -1.9662 -6.6958 -5.6788 -0.4 -1.7 0.3 0.37
C 5.6200 1.1725 -0.3548 1.7 0.2 -0.2 -1.10
B 0.2754 0.1866 4.3454 -1.5 -0.9 -1.3 0.99
C 3.6224 3.4819 0.1882 -0.9 -0.3 0.6 -0.80
```
Forces are in eV/Å.

Molecular formula: C33H35BrCl2N2O2PSn
Method: DFT, ωB97M-V/def2-TZVPD

Output
- net charge = +1
- relative energy (zero: lowest compared OMol25 entry of this formula, charge and spin) (eV) = 0.774
- energy (Ha) = -5588.23679
- spin multiplicity = 1
- LUMO (Ha) = -0.163

The geometry in XYZ format:
```
77
Properties=species:S:1:pos:R:3:forces:R:3:mulliken_charge:R:1
H -1.1926 2.3461 -1.1295 0.3 0.3 1.0 0.26
H 3.3757 2.5512 -3.8772 -0.2 0.0 0.4 0.46
C 2.1984 0.4145 6.6079 -2.1 0.1 -3.7 0.02
H 2.1361 -3.0271 -1.8318 0.6 -0.7 -0.7 0.70
H 3.4855 0.3771 -0.7952 0.0 0.1 -0.8 0.23
H 2.7320 3.6338 -1.6687 -0.4 0.3 0.8 0.56
C 0.5664 0.1793 4.2902 -0.5 -0.5 -0.6 0.53
H 0.1950 0.5492 -4.7252 -0.3 -0.2 -0.3 0.35
H -3.5378 2.7121 -4.6109 0.0 0.3 -0.2 0.42
C -0.4337 1.2951 -2.8306 -0.4 -0.4 0.7 0.75
C -2.7639 -4.8894 0.0602 -0.7 -0.6 -0.4 -0.99
Sn 0.3044 0.1398 1.0852 2.5 -1.9 0.8 1.06
H 0.3445 -3.3152 1.7729 -0.3 -0.9 -0.6 0.39
C -3.9037 1.0719 2.0339 1.5 0.0 -0.4 -0.94
C -1.5788 -2.9594 1.0171 0.3 -2.3 -1.8 -0.33
C -0.0365 -0.0497 5.5617 2.1 0.4 0.9 -0.44
H 2.6135 -1.7006 -0.8802 0.8 0.6 0.6 0.37
C -1.7493 -5.7138 0.5369 -1.0 -0.5 -0.8 0.18
H -4.6790 2.7336 3.0982 -0.8 0.8 0.4 0.55
H -4.8214 0.4837 1.9685 0.4 0.1 0.3 0.51
H 2.9015 -2.0880 -3.7137 -1.4 1.1 0.0 0.38
H -0.0894 -2.8379 -3.1671 -0.6 0.4 0.0 0.59
H 3.9872 0.1810 -2.5177 -0.2 -0.8 -0.6 0.30
O 0.0427 -0.3656 3.2779 -0.7 0.6 -0.6 -0.22
N -1.5006 -1.5760 1.1775 -3.2 1.4 0.5 0.65
C -2.6394 3.1014 2.3376 -1.6 1.1 0.8 -0.86
C 2.1556 1.7320 3.1719 0.3 -1.2 -3.0 -0.31
C -1.3056 2.1607 -2.1641 -0.3 -0.1 -1.7 -0.51
C -0.4965 -3.8178 1.2435 0.4 1.3 1.4 -0.18
H 2.8021 2.5712 -0.1734 -0.6 0.3 -1.0 0.19
P 0.8411 0.5102 -1.7529 0.8 0.4 -2.7 -0.55
H 3.1045 2.2609 3.2595 -0.1 0.4 0.2 0.40
C 0.8246 -0.0325 6.6426 -0.1 0.8 0.1 -0.33
Br -2.0911 -7.5508 0.4079 0.3 -0.4 0.0 -0.15
C -0.6143 1.0408 -4.2038 -0.1 1.2 0.3 -0.24
C -2.6620 -3.5569 0.3251 -0.5 1.4 0.7 0.02
C 2.3623 1.6563 -2.1597 -1.0 -0.7 2.2 2.11
C -3.8590 2.3658 2.5503 2.6 -0.9 -1.2 -0.57
C 3.5910 0.8575 -1.7985 0.9 0.7 1.6 -2.00
C -2.6484 2.3624 -4.1122 0.3 0.1 -1.6 -0.61
C 1.7849 0.9258 4.2316 -0.6 -0.5 0.8 0.65
H -0.7567 -1.1350 -3.5878 0.6 -1.2 0.4 0.46
H 3.6544 1.1877 5.2448 -0.1 0.5 0.0 0.39
H -1.6891 1.6617 -5.9349 -0.6 -0.6 -0.1 0.39
C 1.7919 -2.1158 -1.3961 -1.1 -0.9 -0.5 -2.05
C 2.3803 2.2358 -3.5249 -0.3 0.2 -1.2 -1.84
C -0.2476 -1.7954 -2.8370 -0.6 0.6 0.8 -1.72
H -3.4819 -2.8951 0.1014 -0.2 0.0 -0.6 0.45
H 4.4089 1.5679 -1.6378 0.1 0.1 -0.1 0.60
C 2.0260 -1.3356 -3.8244 2.6 -0.3 1.0 -1.79
Cl 2.9814 0.5247 8.0842 1.1 0.0 0.7 -0.20
H 0.4813 -0.2449 7.6355 -0.5 -0.3 0.3 0.45
C 2.2407 2.8152 -1.1222 0.9 -0.7 0.4 -1.25
H -0.7007 3.1624 1.3735 -0.6 -0.9 0.5 0.41
N -1.5276 1.1966 1.4853 -1.5 1.1 -0.8 0.62
C -1.5712 2.5349 1.6820 0.4 0.2 0.5 -0.21
C 1.1969 -1.2645 -2.5230 -1.6 1.1 0.5 2.34
H -0.9824 -1.7428 -1.9395 1.4 -0.4 -1.1 0.02
H 1.1992 3.0064 -0.8194 0.3 0.4 -0.4 0.11
O 1.6370 1.7400 1.9894 0.0 1.0 1.8 -0.59
C -0.6055 -5.2055 1.0663 0.5 1.0 0.8 -0.69
Cl -1.7140 -0.3338 5.6388 -0.3 -0.4 0.1 -0.18
C -2.3743 2.7817 -2.8491 1.2 -1.1 1.1 -0.62
C -2.6603 0.4886 1.5817 -1.9 0.9 1.0 0.31
C 2.6177 0.8920 5.3536 1.0 -0.3 3.1 -0.79
H -2.5688 4.1681 2.7060 -0.1 -1.4 -0.7 0.40
C -2.6458 -0.9510 1.3938 3.0 -1.7 0.1 -0.41
H -3.6326 -5.3325 -0.4973 1.0 0.6 0.8 0.38
H 1.4744 -1.7073 -4.6481 -0.8 -0.2 -0.8 0.42
H 1.6901 3.0854 -3.6156 0.2 -0.2 0.0 0.43
H 1.0663 -2.5483 -0.6964 -0.2 0.8 0.2 0.20
C -1.7074 1.6034 -4.8563 0.5 0.3 0.9 -0.71
H 2.5344 -0.3987 -4.1178 -0.5 -0.5 0.1 0.31
H 0.1343 -5.8725 1.4683 0.4 0.0 -0.1 0.46
H -2.9066 3.5560 -2.3420 -0.7 0.1 0.2 0.46
H -3.5222 -1.5432 1.6299 -0.3 0.3 -0.2 0.75
H 2.0332 1.4810 -4.2106 0.0 0.0 -0.6 0.31
```
Forces are in eV/Å.

Molecular formula: C33H35Cl5N4P2Pb
Method: DFT, ωB97M-V/def2-TZVPD

Output
- relative energy (zero: lowest compared OMol25 entry of this formula, charge and spin) (eV) = 0.000
- energy (Ha) = -4673.89518
- spin multiplicity = 1
- LUMO (Ha) = -0.038

The geometry in XYZ format:
```
80
Properties=species:S:1:pos:R:3:forces:R:3:mulliken_charge:R:1
H -1.2700 5.7857 -2.8092 0.0 -0.1 0.3 0.18
H -0.4620 -1.8022 0.2371 -0.2 0.1 0.3 0.70
C 2.7501 4.5975 -2.7450 -0.5 0.6 -0.8 -0.45
C -0.9835 4.0598 -0.0215 -0.5 0.9 -0.7 -0.39
C -1.3596 5.4099 -1.8025 -0.4 -0.2 1.0 -0.10
C 3.3892 -5.4475 4.7426 -0.8 -0.3 1.0 0.65
H -0.9931 0.1980 4.9618 0.1 0.2 -0.4 0.40
Cl 3.7054 -8.1249 5.0718 0.2 -0.3 0.0 -0.18
C 1.0319 5.5061 -3.8886 1.0 0.1 -0.2 -0.06
H -0.5185 3.2360 0.4994 -0.1 0.1 0.1 0.37
C -3.8178 -0.5121 -3.1385 1.0 0.2 -0.2 -1.19
H 2.4371 -2.4877 -6.7909 -0.1 0.1 0.1 0.40
H -0.0527 -3.4612 1.6675 -0.2 0.1 0.4 0.40
H 4.2998 5.9448 -3.5460 -0.1 -0.1 0.0 0.40
H 2.2312 -0.5062 5.6935 0.4 0.1 0.2 0.28
C -0.5158 -1.3145 -5.8171 1.0 -0.3 -0.3 -0.11
H 3.2160 3.8960 -2.0687 0.1 0.1 -0.1 0.41
H 0.0213 5.6389 -4.2464 0.3 0.0 0.0 0.27
H -1.8045 2.8009 -3.2958 0.3 0.0 0.0 0.47
H -3.1733 -0.2554 4.2609 0.2 -0.1 -0.4 0.39
H 0.5302 2.0154 -5.1655 -0.2 -0.1 0.2 0.51
C -2.1602 5.8661 -0.7634 0.8 -0.9 -0.4 -0.65
H -3.8529 -1.2849 -1.0189 0.1 0.1 -0.1 0.47
H -2.7028 -0.5386 2.5551 -0.1 0.1 0.6 0.34
H -2.8271 6.7166 -0.8009 0.1 -0.1 0.0 0.43
C -2.4742 -2.2468 3.8804 0.0 0.4 0.3 -0.69
H -0.8402 3.8793 -4.3252 0.0 -0.3 0.3 0.47
C -0.8337 -1.4909 1.2272 -0.1 0.1 -0.5 -0.50
C -0.7643 -2.7297 2.0735 0.4 -0.5 0.3 -0.33
P 0.3756 3.1887 -2.2697 -0.5 3.0 -0.5 -0.03
N 0.3366 -0.8729 -4.7957 0.9 -0.1 -0.6 0.34
H -1.1448 -0.8222 -1.1733 -0.2 0.0 0.0 -0.01
C -1.9251 5.0053 0.3631 0.7 -0.5 -0.6 -0.62
H -2.7385 0.2853 -4.9260 -0.1 0.0 0.2 0.45
C 1.6946 -4.1970 5.8578 0.0 -0.9 0.5 0.65
C 1.3831 -5.2919 6.6928 0.6 -0.2 -0.8 -0.17
C 2.7686 -4.2246 4.9840 -0.1 0.2 -0.5 -1.07
H -4.8555 -0.5327 -3.4456 0.2 0.0 0.0 0.44
C 3.0439 -6.6065 5.4809 -0.5 0.9 0.0 0.01
H -1.1892 -4.0086 3.6784 -0.1 0.2 -0.3 0.47
C -2.7450 -0.0911 -3.9132 -0.4 -0.2 0.8 -0.11
H -1.8664 -1.1445 1.0918 0.4 -0.2 -0.2 0.16
H -3.4803 -2.6069 3.6240 0.2 -0.1 0.0 0.38
Cl 4.5227 -5.5508 3.4400 0.3 -0.1 0.0 -0.22
C 1.6384 -1.3053 -5.1116 -1.0 -0.2 -0.6 -0.41
C -0.7971 2.9700 -3.7107 0.1 -0.3 0.0 -0.68
C -1.9229 -0.6923 -1.9039 -0.8 0.2 -0.8 -0.30
P 0.0839 0.3141 -3.5146 -1.7 -1.3 -1.7 -0.23
H -2.3691 -2.4229 4.9582 0.0 0.1 0.0 0.33
H -1.5724 -1.1027 -5.7934 0.2 -0.1 0.0 0.26
Pb 3.4481 -2.1905 3.9727 -0.4 -0.7 -0.3 0.69
C 1.5950 -2.0211 -6.2974 -0.4 0.5 0.6 -0.55
Cl 0.6085 -2.8305 5.8288 0.2 -0.1 0.2 -0.07
H -2.3850 5.0790 1.3376 0.1 0.0 -0.1 0.42
C 3.2646 5.6371 -3.5098 -0.6 -0.6 0.4 -0.60
H 0.7330 0.7967 3.4132 -0.2 -0.4 0.1 0.53
C -1.0989 -0.0977 3.9109 0.4 0.4 0.2 -0.34
Cl 0.1354 -5.1728 7.8506 -0.2 0.0 0.2 -0.18
C -2.4230 -0.7265 3.5995 -0.3 -0.4 0.1 -0.84
C 0.0465 -0.2942 1.6530 -0.2 -0.1 -0.5 0.11
H 1.1048 -0.5379 1.4604 -0.2 0.0 0.2 0.27
C 2.0754 -6.5132 6.5111 0.3 1.1 -0.8 0.33
H 2.4483 -1.0536 -4.4436 0.0 -0.1 -0.1 0.36
H 2.2215 7.0359 -4.9417 0.0 -0.1 0.1 0.43
N -0.6205 4.3086 -1.3549 -0.8 -0.2 0.7 0.36
C -0.3740 1.7732 -4.5806 0.3 0.1 0.1 -1.06
Cl 1.6808 -7.8780 7.4547 0.0 -0.1 0.1 -0.18
C 3.1557 -1.0748 5.8708 0.2 0.2 0.4 -1.34
H -0.1582 -2.5106 -7.6363 0.0 0.1 0.2 0.43
C 2.1751 6.2147 -4.2411 -0.6 -1.0 0.8 -0.76
C 0.2281 -2.0323 -6.7463 0.0 0.7 1.1 -0.60
H 3.0311 -1.6991 6.7656 0.1 0.3 -0.3 0.34
N -1.5698 -0.2109 -3.1688 -0.4 0.4 0.8 0.41
H -0.1827 0.5357 0.9655 0.1 -0.1 0.0 -0.14
H 4.0271 -0.4105 5.9610 -0.4 0.0 0.2 0.46
N 1.3711 4.5048 -2.9756 0.7 -0.5 -0.4 0.32
C -0.0993 0.1709 3.0642 0.0 0.1 0.6 -0.52
C -1.4201 -3.0531 3.1934 0.2 -0.1 -0.6 -0.90
C -3.2963 -0.8998 -1.8637 1.0 0.2 -0.2 -0.36
H -1.1696 1.5117 -5.2934 0.4 0.0 0.2 0.44
```
Forces are in eV/Å.

- What is the LUMO in the first record?
  0.042 Ha

- Among the records above, which one has the lowest LUMO?
  C33H35BrCl2N2O2PSn